Entry 1:
A cluster of 2 separate species, C4H12 in total. Source: OMol25; level of theory: ωB97M-V/def2-TZVPD.

- structure (SMILES) = CC.CC
- HOMO level (eV) = -11.7
- Kohn-Sham gap (eV) = 12.87
- E_LUMO (eV) = 1.166

Last column: Löwdin charge in e.
Atoms and positions in Å:
C  1.18  -1.71  0.64  -0.175
C  1.30  -1.02  -0.74  -0.164
H  1.06  -1.01  1.46  0.049
H  0.36  -2.42  0.73  0.062
H  2.10  -2.28  0.83  0.057
H  1.51  0.04  -0.59  0.055
H  0.46  -1.19  -1.42  0.060
H  2.16  -1.47  -1.25  0.057
C  -1.05  1.84  -0.54  -0.168
C  -1.51  0.92  0.60  -0.157
H  -0.03  2.19  -0.38  0.054
H  -1.11  1.28  -1.48  0.062
H  -1.66  2.74  -0.58  0.056
H  -0.82  0.09  0.69  0.025
H  -2.54  0.57  0.49  0.066
H  -1.41  1.44  1.55  0.061



Entry 2:
A cluster of 2 separate species, C3H10NO2S in total. Source: OMol25; level of theory: ωB97M-V/def2-TZVPD.

- expectation value of S² = 0.754
- HOMO level (alpha / beta) (eV) = -9.4 / -9.4
- Kohn-Sham gap (alpha / beta) (eV) = 10.28 / 6.90
- multiplicity = 2
- E_LUMO (alpha / beta) (eV) = 0.862 / -2.516

Last column: Löwdin charge in e.
Atoms and positions in Å:
C  0.14  1.25  0.99  -0.261
O  -0.96  2.06  0.90  0.017
C  0.15  0.22  -0.19  -0.458
C  1.32  -0.71  0.05  -0.529
S  1.32  -2.19  -1.02  0.706
N  0.19  0.91  -1.47  0.063
H  1.06  1.84  1.04  0.125
H  0.00  0.65  1.89  0.146
H  -0.80  -0.28  0.04  0.139
H  1.43  -1.02  1.09  0.071
H  2.21  -0.17  -0.27  0.077
H  2.50  -1.95  -1.60  -0.152
H  -0.25  1.81  -1.36  0.069
H  -0.44  0.42  -2.11  0.079
H  -2.35  1.21  1.31  -0.034
H  -3.74  1.32  1.97  0.029
O  -3.13  0.69  1.57  -0.088



Entry 3:
A structure of composition C52H57BN10O2RuSSb2. Source: OMol25; level of theory: ωB97M-V/def2-TZVPD.

- charge = +1
- expectation value of S² = 0.755
- HOMO level (alpha / beta) (eV) = -9.7 / -9.7
- Kohn-Sham gap (alpha / beta) (eV) = 7.67 / 3.62
- multiplicity = 2
- E_LUMO (alpha / beta) (eV) = -2.001 / -6.030

Last column: Löwdin charge in e.
Atoms and positions in Å:
Ru  -0.64  0.87  0.86  1.129
C  0.29  -2.13  0.56  -0.059
C  1.17  -1.71  1.70  -0.318
C  2.45  -2.53  3.72  -0.016
C  3.30  -1.51  3.63  -0.347
C  4.19  -1.04  4.73  -0.020
N  3.40  -0.83  2.42  0.144
N  1.04  -0.27  2.03  0.120
B  1.00  0.60  3.31  -0.588
N  -0.45  0.59  3.74  0.035
N  -1.39  0.87  2.82  -0.007
C  -2.59  0.80  3.41  -0.300
C  -3.87  1.12  2.72  -0.010
C  -2.40  0.45  4.75  0.026
C  -1.03  0.32  4.92  -0.257
C  -0.26  -0.03  6.15  -0.009
N  1.35  1.97  2.73  0.030
N  0.62  2.40  1.67  -0.021
C  1.12  3.58  1.29  -0.356
C  0.57  4.37  0.16  -0.028
C  2.18  3.91  2.13  0.003
C  2.29  2.87  3.03  -0.272
C  3.26  2.71  4.16  -0.002
H  0.80  -2.75  -0.17  0.048
H  -0.57  -2.68  0.95  0.078
H  -0.10  -1.24  0.08  0.006
H  2.37  -3.12  4.63  0.115
H  4.49  -1.87  5.36  0.087
H  5.09  -0.57  4.34  0.086
H  3.68  -0.31  5.36  0.073
H  1.73  0.33  4.22  0.112
H  -3.70  1.49  1.72  0.041
H  -4.51  0.23  2.66  0.078
H  -4.42  1.88  3.27  0.094
H  -3.16  0.32  5.50  0.116
H  -0.94  -0.42  6.91  0.083
H  0.50  -0.78  5.94  0.074
H  0.25  0.85  6.57  0.090
H  -0.15  3.80  -0.41  0.025
H  0.09  5.27  0.52  0.091
H  1.37  4.68  -0.51  0.085
H  2.78  4.81  2.10  0.117
H  4.11  3.37  4.00  0.087
H  2.80  2.98  5.11  0.094
H  3.62  1.68  4.25  0.046
C  1.97  0.89  -2.46  -0.417
C  0.50  0.97  -2.07  -0.404
C  -0.40  0.17  -3.01  -0.285
Sb  0.06  -1.94  -3.01  1.757
C  -1.85  -2.88  -2.88  -0.383
C  -1.86  -4.27  -2.72  -0.145
C  -3.07  -4.95  -2.66  -0.071
C  -4.26  -4.25  -2.76  -0.060
C  -4.25  -2.87  -2.92  -0.064
C  -3.05  -2.18  -2.96  -0.100
C  0.47  -2.24  -5.08  -0.372
C  -0.28  -3.12  -5.86  -0.106
C  0.00  -3.25  -7.21  -0.061
C  1.04  -2.53  -7.78  -0.054
C  1.81  -1.67  -6.99  -0.064
C  1.53  -1.54  -5.64  -0.127
Sb  3.24  1.27  -0.77  1.526
C  2.82  -0.66  0.09  -0.300
C  2.30  -0.77  1.47  -0.415
C  1.68  -2.91  2.48  -0.205
C  2.63  -3.59  1.49  -0.015
C  3.23  -3.15  0.37  -0.063
C  3.25  -1.85  -0.36  -0.107
C  5.06  0.60  -1.68  -0.416
C  5.20  0.38  -3.05  -0.136
C  6.40  -0.10  -3.57  -0.086
C  7.47  -0.35  -2.72  -0.084
C  7.34  -0.12  -1.36  -0.080
C  6.15  0.36  -0.84  -0.148
H  2.19  1.61  -3.25  0.069
H  2.25  -0.11  -2.81  0.005
H  0.16  2.00  -2.06  0.084
H  0.35  0.59  -1.03  0.022
H  -0.28  0.51  -4.04  0.092
H  -1.45  0.26  -2.73  0.014
H  -0.93  -4.82  -2.65  0.100
H  -3.07  -6.03  -2.54  0.112
H  -5.21  -4.78  -2.72  0.112
H  -5.18  -2.32  -3.01  0.116
H  -3.07  -1.10  -3.09  0.091
H  -1.10  -3.68  -5.42  0.096
H  -0.60  -3.91  -7.82  0.114
H  1.26  -2.63  -8.83  0.114
H  2.62  -1.11  -7.44  0.113
H  2.14  -0.87  -5.04  0.086
H  3.96  0.01  2.43  0.129
H  0.88  -3.60  2.73  0.143
H  2.85  -4.62  1.77  0.115
H  3.86  -3.89  -0.11  0.100
H  3.77  -1.90  -1.32  0.098
H  4.38  0.58  -3.73  0.078
H  6.50  -0.27  -4.63  0.104
H  8.40  -0.73  -3.12  0.106
H  8.18  -0.31  -0.69  0.106
H  6.06  0.54  0.22  0.090
N  -6.65  5.46  1.60  0.114
C  -5.77  4.70  0.87  -0.311
C  -4.42  4.62  1.26  -0.024
C  -3.54  3.84  0.55  -0.074
C  -3.99  3.11  -0.55  -0.318
C  -5.32  3.17  -0.95  -0.053
C  -6.20  3.96  -0.23  -0.020
S  -2.83  2.20  -1.49  0.600
O  -3.48  1.61  -2.63  -0.303
O  -1.70  3.05  -1.73  -0.324
N  -2.25  0.98  -0.53  -0.220
C  -3.10  0.00  -0.06  -0.521
N  -2.43  -0.84  0.76  0.069
C  -3.13  -1.84  1.28  -0.117
C  -4.47  -2.02  1.00  -0.051
C  -5.06  -1.07  0.18  -0.118
N  -4.39  -0.06  -0.36  0.156
H  -6.30  6.15  2.24  0.096
H  -7.55  5.65  1.20  0.096
H  -4.07  5.19  2.12  0.116
H  -2.49  3.79  0.83  0.108
H  -5.64  2.60  -1.80  0.115
H  -7.24  4.01  -0.53  0.114
H  -2.59  -2.50  1.96  0.120
H  -5.02  -2.85  1.42  0.106
H  -6.12  -1.12  -0.05  0.119



Entry 4:
An isolated molecule of C4H9NO4. Source: OMol25; level of theory: ωB97M-V/def2-TZVPD.

- structure (SMILES) = CC(C)(C(=O)O)N(O)O
- HOMO level (eV) = -8.8
- Kohn-Sham gap (eV) = 9.48
- E_LUMO (eV) = 0.710

Last column: Löwdin charge in e.
Atoms and positions in Å:
C  0.26  -1.02  1.30  -0.009
C  -0.12  -0.18  0.10  -0.401
C  -0.01  -0.88  -1.25  -0.011
C  -1.34  0.60  0.29  -0.368
O  -1.67  1.73  0.43  0.175
O  -2.30  -0.58  0.26  -0.007
N  0.97  1.11  0.12  -0.140
O  2.25  0.55  -0.04  -0.045
O  0.71  1.93  -1.02  -0.041
H  1.31  -1.30  1.21  0.086
H  0.14  -0.47  2.23  0.097
H  -0.36  -1.92  1.31  0.091
H  -0.68  -1.73  -1.27  0.090
H  1.02  -1.22  -1.38  0.090
H  -0.26  -0.20  -2.06  0.091
H  -3.06  -0.36  0.82  0.098
H  2.84  1.22  -0.41  0.106
H  0.29  2.72  -0.65  0.099



Entry 5:
A structure of composition C7H12P. Source: OMol25; level of theory: ωB97M-V/def2-TZVPD.

- charge = +1
- HOMO level (eV) = -14.2
- Kohn-Sham gap (eV) = 8.11
- E_LUMO (eV) = -6.089

Last column: Löwdin charge in e.
Atoms and positions in Å:
C  -1.96  -1.16  -0.97  0.011
C  -2.11  -1.70  0.30  -0.079
C  -1.19  0.07  -1.04  -0.336
C  -1.41  -0.97  1.26  -0.123
C  -0.85  1.69  0.84  -0.279
C  4.60  -0.47  -0.12  -0.025
C  -1.66  1.50  -0.50  -0.165
P  -0.10  0.02  0.51  1.170
H  -2.47  -1.79  -1.65  0.127
H  -2.67  -2.48  0.64  0.092
H  -0.88  0.32  -1.98  0.090
H  -1.57  -1.09  2.29  0.082
H  -0.33  2.65  0.67  0.103
H  -1.32  1.86  1.72  0.041
H  5.34  -0.86  0.53  0.012
H  4.39  0.53  -0.18  -0.020
H  3.62  -1.01  0.31  0.060
H  4.68  -0.78  -1.08  -0.031
H  -1.45  2.28  -1.34  0.168
H  -2.66  1.39  -0.19  0.102



Entry 6:
A structure of composition C3H7NO2. Source: OMol25; level of theory: ωB97M-V/def2-TZVPD.

- HOMO level (eV) = -9.0
- Kohn-Sham gap (eV) = 9.00
- E_LUMO (eV) = -0.025

Last column: Löwdin charge in e.
Atoms and positions in Å:
O  -0.90  0.02  1.15  -0.160
C  -1.63  -0.62  0.15  -0.322
C  -1.01  0.32  -0.77  0.115
N  1.17  0.76  -0.48  0.063
C  1.88  0.08  0.35  -0.351
O  1.40  -0.68  1.27  0.007
H  0.30  -0.46  1.29  0.028
H  -2.72  -0.52  0.28  0.117
H  -1.37  -1.67  -0.03  0.123
H  -1.33  1.35  -0.72  0.100
H  -0.50  0.01  -1.67  0.079
H  1.73  1.29  -1.14  0.073
H  2.98  0.11  0.33  0.128



Entry 7:
A cluster of 4 separate species, C6H12FN3O9 in total. Source: OMol25; level of theory: ωB97M-V/def2-TZVPD.

- structure (SMILES) = O=C1OC[C@@H](F)O1.C[N+](=O)[O-].C[N+](=O)[O-].C[N+](=O)[O-]
- HOMO level (eV) = -11.0
- Kohn-Sham gap (eV) = 10.71
- E_LUMO (eV) = -0.285

Last column: Löwdin charge in e.
Atoms and positions in Å:
O  -5.07  -0.39  -8.21  0.186
C  -4.13  -0.13  -7.54  -0.544
O  -3.13  0.69  -7.94  0.071
C  -2.18  0.82  -6.88  -0.059
C  -2.67  -0.15  -5.81  -0.303
F  -2.89  0.53  -4.65  0.054
O  -3.89  -0.61  -6.29  0.146
H  -1.19  0.66  -7.30  0.134
H  -2.18  1.83  -6.45  0.117
H  -1.99  -0.96  -5.58  0.167
C  -1.27  5.15  -3.80  0.037
N  -2.58  4.48  -4.05  -0.433
O  -3.56  5.19  -4.19  0.047
O  -2.60  3.27  -4.08  0.055
H  -1.07  5.15  -2.73  0.096
H  -1.40  6.15  -4.19  0.093
H  -0.53  4.60  -4.36  0.078
C  -5.53  5.35  -1.44  0.050
N  -4.41  5.88  -0.61  -0.444
O  -3.32  5.95  -1.12  0.051
O  -4.69  6.25  0.51  0.067
H  -5.11  4.64  -2.15  0.081
H  -5.98  6.20  -1.94  0.106
H  -6.24  4.89  -0.77  0.095
C  -0.46  4.80  -9.05  0.063
N  -0.46  4.51  -7.57  -0.432
O  -0.14  3.40  -7.23  0.062
O  -0.76  5.42  -6.82  0.065
H  0.55  5.13  -9.28  0.104
H  -1.12  5.66  -9.19  0.097
H  -0.78  3.91  -9.55  0.097



Entry 8:
A structure of composition C29H38CoN3O5SSi2. Source: OMol25; level of theory: ωB97M-V/def2-TZVPD.

- charge = -1
- expectation value of S² = 3.940
- HOMO level (alpha / beta) (eV) = -2.9 / -6.5
- Kohn-Sham gap (alpha / beta) (eV) = 4.22 / 7.75
- multiplicity = 4
- E_LUMO (alpha / beta) (eV) = 1.274 / 1.273

Last column: Löwdin charge in e.
Atoms and positions in Å:
Co  -0.26  -0.34  1.09  0.354
C  -1.32  1.38  4.00  -0.191
Si  -0.60  -0.29  3.35  0.645
C  1.00  -0.59  4.41  -0.197
C  -1.76  -1.75  3.80  -0.312
C  -2.11  -2.05  5.11  -0.112
C  -2.92  -3.14  5.40  -0.103
C  -3.37  -3.94  4.37  -0.102
C  -3.03  -3.64  3.06  -0.112
C  -2.23  -2.55  2.77  -0.316
Si  -1.78  -2.04  0.97  0.602
C  -3.46  -1.62  0.13  -0.194
C  -1.17  -3.68  0.11  -0.196
H  -1.55  1.30  5.06  0.017
H  -2.23  1.65  3.47  0.022
H  -0.61  2.18  3.87  0.017
H  0.72  -0.90  5.41  0.013
H  1.59  0.32  4.50  0.013
H  1.63  -1.36  3.99  0.018
H  -1.75  -1.43  5.92  0.093
H  -3.18  -3.37  6.42  0.094
H  -4.00  -4.80  4.58  0.095
H  -3.40  -4.26  2.26  0.093
H  -4.09  -2.51  0.06  0.021
H  -3.30  -1.24  -0.87  -0.015
H  -4.01  -0.87  0.69  0.024
H  -1.70  -4.53  0.53  0.012
H  -0.11  -3.86  0.25  0.003
H  -1.38  -3.65  -0.95  0.001
O  -1.81  3.27  0.22  0.054
C  -0.79  2.62  0.11  -0.605
O  -0.64  1.41  0.47  -0.176
C  0.45  3.27  -0.51  -0.110
C  1.62  2.53  -0.71  -0.033
C  2.73  3.13  -1.28  -0.046
C  2.69  4.46  -1.65  0.008
C  1.51  5.19  -1.48  -0.156
C  0.39  4.59  -0.89  0.072
N  1.46  6.53  -1.91  -0.343
O  0.39  7.14  -1.81  0.066
O  2.48  7.04  -2.38  0.049
H  1.65  1.49  -0.44  0.087
H  3.63  2.56  -1.44  0.114
H  3.55  4.95  -2.08  0.115
H  -0.51  5.16  -0.74  0.129
C  -0.95  -2.95  -4.15  -0.108
C  0.33  -2.13  -4.04  -0.280
C  0.58  -1.64  -2.62  -0.320
S  -0.52  -0.24  -2.05  0.924
O  -1.88  -0.62  -2.46  -0.529
C  0.06  1.02  -3.32  -0.288
C  -1.10  1.45  -4.21  -0.296
C  -1.95  2.52  -3.54  -0.093
H  -1.17  -3.16  -5.20  0.069
H  -1.78  -2.39  -3.72  0.054
H  -0.86  -3.89  -3.62  0.071
H  0.27  -1.28  -4.72  0.092
H  1.19  -2.74  -4.36  0.109
H  1.59  -1.27  -2.49  0.085
H  0.40  -2.45  -1.91  0.059
H  0.87  0.57  -3.89  0.078
H  0.45  1.86  -2.75  0.058
H  -1.72  0.58  -4.41  0.094
H  -0.71  1.83  -5.16  0.111
H  -2.31  2.16  -2.58  0.072
H  -2.80  2.78  -4.16  0.073
H  -1.37  3.42  -3.37  0.072
N  7.15  -0.56  0.69  0.095
C  6.00  -0.57  0.79  -0.269
C  4.62  -0.59  0.89  -0.280
C  3.90  0.46  1.52  -0.046
C  2.54  0.40  1.58  -0.208
N  1.80  -0.62  1.07  -0.081
C  2.49  -1.64  0.51  -0.174
C  3.85  -1.67  0.39  -0.051
H  4.43  1.31  1.92  0.108
H  1.97  1.20  2.05  0.104
H  1.88  -2.46  0.14  0.084
H  4.33  -2.51  -0.08  0.102